1.
{"formula": "C20H51F4HgN5O16S4", "method": "ωB97M-V/def2-TZVPD", "relative_energy_ev": 0.0000, "charge": 0, "total_energy_ev": -120150.084, "orbital_gap_ev": 8.496, "species": ["Hg", "N", "S", "O", "O", "F", "S", "O", "O", "F", "N", "S", "O", "O", "F", "S", "O", "O", "F", "C", "C", "O", "O", "H", "H", "H", "H", "H", "H", "C", "O", "C", "C", "N", "C", "C", "O", "C", "H", "H", "H", "H", "H", "H", "H", "H", "H", "H", "H", "H", "H", "H", "H", "C", "O", "C", "C", "N", "C", "C", "O", "C", "H", "H", "H", "H", "H", "H", "H", "H", "H", "H", "H", "H", "H", "H", "H", "C", "O", "C", "C", "N", "C", "C", "O", "C", "H", "H", "H", "H", "H", "H", "H", "H", "H", "H", "H", "H", "H", "H", "H"], "positions_angstrom": [[-0.115, -0.951, 1.733], [-1.365, -0.887, 3.571], [-2.181, 0.012, 4.422], [-2.036, 0.073, 5.861], [-3.534, 0.338, 3.877], [-1.521, 1.353, 4.046], [-1.877, -2.383, 4.295], [-3.172, -2.887, 3.980], [-1.207, -2.762, 5.577], [-0.978, -3.297, 3.297], [1.638, -1.847, 2.674], [2.913, -2.946, 2.222], [4.085, -3.396, 2.938], [3.144, -2.730, 0.809], [1.922, -4.200, 2.475], [2.374, -1.328, 3.985], [3.629, -0.585, 3.819], [2.161, -2.124, 5.224], [1.268, -0.222, 4.344], [2.307, 0.960, 0.924], [1.743, 0.827, -0.552], [0.886, -0.150, -0.559], [1.057, 1.244, 1.572], [3.057, 1.745, 1.025], [2.871, 0.131, 1.353], [2.627, 0.704, -1.178], [1.081, 1.655, -0.806], [0.556, -0.060, -1.456], [1.198, 2.174, 1.762], [-2.470, 1.339, 0.617], [-1.961, -0.006, 0.625], [-2.846, -1.017, 0.054], [-2.349, -2.465, 0.284], [-0.875, -2.499, 0.092], [-0.251, -3.849, 0.323], [-0.457, -4.950, -0.766], [0.717, -4.967, -1.607], [0.599, -6.009, -2.586], [-3.399, 1.294, 1.186], [-2.657, 1.659, -0.408], [-1.790, 2.018, 1.132], [-2.627, -0.989, -1.013], [-3.877, -0.834, 0.356], [-2.851, -3.048, -0.488], [-2.741, -2.739, 1.263], [-0.761, -2.196, -0.865], [-0.488, -4.430, 1.214], [0.799, -3.558, 0.335], [-1.363, -4.667, -1.302], [-0.611, -5.943, -0.343], [0.879, -6.853, -1.955], [1.316, -5.885, -3.398], [-0.397, -6.230, -2.970], [0.133, 6.290, -1.567], [0.460, 4.925, -1.251], [-0.686, 4.192, -0.667], [-1.016, 4.601, 0.859], [-0.023, 4.054, 1.694], [-0.289, 4.418, 3.123], [0.949, 3.862, 3.941], [2.134, 3.809, 3.098], [3.303, 3.276, 3.776], [1.034, 6.681, -2.039], [-0.129, 6.965, -0.753], [-0.579, 6.460, -2.375], [-0.679, 3.145, -0.971], [-1.499, 4.534, -1.308], [-2.065, 4.447, 1.109], [-0.965, 5.687, 0.934], [0.845, 4.526, 1.488], [-1.268, 4.104, 3.488], [-0.234, 5.503, 3.199], [0.632, 2.832, 4.108], [1.043, 4.312, 4.929], [2.813, 2.552, 4.427], [3.637, 4.051, 4.466], [4.026, 2.980, 3.017], [-4.116, 0.512, -2.866], [-2.994, -0.292, -3.288], [-1.749, 0.266, -3.190], [-0.819, -0.911, -3.512], [0.475, -0.469, -3.167], [1.461, -1.656, -3.239], [1.675, -2.236, -4.636], [1.712, -1.029, -5.532], [2.459, -1.285, -6.682], [-4.207, 1.342, -3.567], [-3.935, 0.845, -1.845], [-4.880, -0.251, -2.718], [-1.464, 0.510, -2.166], [-1.544, 1.130, -3.821], [-0.900, -1.006, -4.595], [-1.152, -1.792, -2.963], [1.030, 0.032, -3.845], [1.230, -2.422, -2.498], [2.422, -1.264, -2.909], [0.929, -3.003, -4.841], [2.695, -2.613, -4.710], [2.054, -2.165, -7.183], [3.501, -1.528, -6.475], [2.469, -0.554, -7.490]], "forces_ev_per_a": [[0.3, 0.4, -1.2], [0.7, -6.0, 0.2], [-7.1, 8.8, 3.2], [-0.1, -1.8, -1.5], [2.3, -2.1, 1.0], [1.9, 1.5, -1.0], [4.5, -4.9, 2.2], [-0.2, 1.5, 0.1], [-2.4, 2.2, -3.5], [-0.2, 0.8, -0.3], [4.3, -1.5, 0.6], [-0.3, -2.8, -3.1], [-1.8, 1.7, 0.4], [-1.0, -0.2, 1.3], [0.7, 0.5, -0.8], [-0.8, 2.4, 7.2], [-2.2, -1.6, -0.5], [1.5, 0.7, -3.7], [0.3, 0.7, -0.9], [-0.9, 0.4, -2.1], [4.3, 3.2, 2.3], [-2.4, -4.7, 0.7], [1.3, -0.3, 1.3], [-0.5, 0.7, -0.1], [-0.7, -0.7, -0.3], [0.0, 0.0, -0.8], [1.4, 1.5, 0.1], [-1.0, -1.1, -1.3], [-1.2, 0.8, 0.7], [-0.7, -0.7, 0.4], [-0.2, -0.6, 0.1], [1.8, 0.2, -1.0], [-0.7, 1.2, 0.7], [-1.8, -1.4, 1.6], [0.9, -0.7, -1.3], [1.1, 1.5, -0.2], [-1.7, 0.8, -0.7], [0.7, -0.7, 1.5], [-0.2, 0.4, 0.0], [0.1, 0.1, 0.0], [0.3, -0.4, -0.1], [-1.0, 0.9, -0.4], [0.0, -0.2, -0.2], [-0.2, -0.2, 0.1], [0.8, -0.7, 0.2], [0.8, 0.0, -0.2], [-0.4, 1.4, 0.6], [0.2, -0.8, 0.1], [-0.1, -0.2, -0.6], [0.0, 0.0, 0.2], [0.1, -0.8, -0.7], [-0.1, 0.2, 0.2], [-0.2, 0.6, 0.0], [1.2, 0.0, -0.7], [-1.3, -0.2, 1.0], [-0.9, 2.4, -0.4], [0.4, 0.4, -3.2], [-0.4, -0.9, 2.4], [2.7, 0.6, -0.5], [-1.3, -1.4, -1.2], [-0.6, 0.9, 0.1], [-2.4, 0.9, 0.7], [0.3, 0.0, 0.4], [0.0, -0.4, 0.4], [-0.7, -0.8, 0.1], [0.9, -0.2, 0.9], [-0.7, 0.2, 0.3], [0.1, -1.0, 0.2], [0.0, 0.5, -0.5], [0.3, -0.2, -0.2], [0.3, -0.4, 0.0], [-0.4, 0.4, 0.0], [0.4, -0.4, 0.4], [0.5, 0.5, -0.2], [1.1, -1.1, -0.1], [0.7, 0.1, -0.2], [-0.1, -0.2, 0.4], [1.5, -1.2, 0.5], [-1.9, 0.1, 0.0], [1.0, -1.2, 0.7], [-1.0, 2.3, -1.8], [3.8, -2.7, 0.8], [0.1, 0.7, 0.9], [0.5, 2.2, -0.2], [-0.7, -1.0, 0.9], [0.3, -1.4, -1.1], [-0.8, -0.1, 0.1], [0.1, 0.6, 0.0], [-0.7, 0.6, -0.8], [-0.4, 0.6, 0.5], [-0.2, 0.1, -0.3], [-0.2, -1.0, -0.1], [0.2, -0.1, -0.1], [-1.2, 1.2, -0.7], [-0.3, -0.2, -0.1], [0.0, 0.2, 0.0], [-0.1, 0.3, -0.8], [-0.2, -0.6, 0.2], [-0.1, -0.3, -0.1], [0.2, 0.1, 0.3], [-0.4, 0.8, 0.7]], "mulliken_charge": [3.321, -0.303, 0.673, -0.629, -0.711, -0.178, 1.047, -0.619, -0.543, -0.268, -0.221, 0.725, -0.575, -0.550, -0.255, 0.975, -0.599, -0.664, -0.262, -0.910, -0.318, 0.425, 0.975, 0.529, 0.078, 0.253, 0.231, -0.246, -0.761, -0.577, 0.535, -0.403, -1.338, 1.193, -0.283, -0.898, -0.223, -0.958, 0.495, 0.068, -0.496, 0.074, 0.550, 0.612, 0.192, -1.311, 0.305, 0.140, 0.286, 0.588, 0.378, 0.221, 0.361, -0.812, -0.391, 0.100, -1.055, 0.283, -1.030, -0.195, -0.406, -0.724, 0.299, 0.311, 0.328, -0.454, 0.503, 0.399, 0.514, 0.263, 0.413, 0.467, -0.065, 0.560, 0.291, 0.315, 0.215, -0.579, -0.379, 0.129, -0.520, -0.434, -0.352, -0.898, -0.373, -0.833, 0.347, 0.118, 0.275, -0.400, 0.573, 0.428, 0.020, 0.410, 0.028, 0.367, 0.342, 0.539, 0.333, 0.319, 0.279]}

***

2.
{"formula": "C5H11ClO7P2", "method": "ωB97M-V/def2-TZVPD", "relative_energy_ev": 0.0000, "charge": 0, "total_energy_ev": -50800.767, "orbital_gap_ev": 10.434, "smiles": "CCC(=O)OCCO[P@](=O)(O)OP(O)Cl", "species": ["C", "C", "C", "O", "O", "C", "C", "O", "P", "O", "O", "O", "P", "O", "Cl", "H", "H", "H", "H", "H", "H", "H", "H", "H", "H", "H"], "positions_angstrom": [[-1.087, -2.774, -0.960], [-2.423, -2.321, -0.361], [-2.287, -1.169, 0.598], [-3.145, -0.365, 0.799], [-1.091, -1.127, 1.246], [-0.451, 0.150, 1.182], [1.045, -0.089, 1.183], [1.780, 1.030, 1.706], [2.031, 2.337, 0.849], [2.716, 3.338, 1.660], [0.642, 2.846, 0.271], [2.903, 1.908, -0.440], [2.438, 1.725, -2.024], [0.975, 1.029, -1.849], [1.875, 3.621, -2.547], [-0.439, -1.909, -1.106], [-1.229, -3.290, -1.904], [-0.565, -3.413, -0.250], [-2.894, -3.129, 0.201], [-3.112, -2.027, -1.148], [-0.739, 0.647, 0.255], [-0.740, 0.825, 1.988], [1.249, -0.932, 1.842], [1.427, -0.366, 0.203], [0.150, 3.206, 1.026], [0.971, 0.249, -2.422]], "forces_ev_per_a": [[-0.1, 0.2, 0.5], [0.4, -0.3, -0.1], [-0.3, -0.2, 0.1], [-0.2, 0.5, -0.1], [0.5, 0.0, -0.3], [-0.1, 0.6, -0.4], [0.2, -0.5, 0.5], [-0.4, -0.3, -0.7], [1.4, 1.2, 1.0], [-0.1, -0.2, -0.1], [-0.2, -0.6, 0.0], [-1.4, -0.1, -0.4], [0.8, -0.1, 0.0], [0.0, -0.2, -0.1], [0.0, 0.1, 0.1], [0.0, 0.0, -0.3], [0.0, -0.1, 0.0], [0.1, -0.1, -0.1], [-0.1, -0.1, -0.1], [-0.2, 0.1, 0.1], [-0.1, 0.0, 0.0], [0.0, -0.3, 0.3], [0.1, 0.1, 0.2], [-0.1, 0.1, -0.2], [-0.1, 0.2, -0.3], [-0.2, 0.1, 0.1]], "nbo_charge": [-0.598, -0.517, 0.812, -0.553, -0.542, -0.103, -0.087, -0.792, 2.554, -1.077, -0.990, -1.081, 1.356, -0.996, -0.304, 0.193, 0.216, 0.218, 0.240, 0.237, 0.201, 0.194, 0.209, 0.184, 0.520, 0.507]}

***

3.
{"formula": "C7H7NO", "method": "ωB97M-V/def2-TZVPD", "relative_energy_ev": 3.1624, "charge": 0, "total_energy_ev": -10901.801, "s_squared": 2.006, "orbital_gap_ev": [7.755, 8.707], "multiplicity": 3, "species": ["C", "C", "C", "C", "C", "C", "C", "N", "O", "H", "H", "H", "H", "H", "H", "H"], "positions_angstrom": [[-1.277, -0.790, -1.530], [-0.405, -1.390, -0.789], [-0.955, -1.033, 0.569], [0.519, 1.235, -0.063], [0.236, 0.918, 1.465], [0.853, -0.279, -0.730], [0.165, -0.537, 1.219], [-1.787, 0.094, -1.995], [1.431, -0.787, 0.515], [0.037, -2.353, -0.797], [-2.030, -0.826, 0.658], [-0.091, 1.806, -0.722], [1.535, 1.796, -0.130], [1.084, 1.027, 2.167], [-0.650, 1.380, 1.878], [1.335, -0.264, -1.715]], "forces_ev_per_a": [[-2.8, 0.4, -4.2], [4.5, 0.4, 4.9], [-2.9, -3.1, -2.0], [3.2, -0.4, -1.2], [0.2, -0.2, -1.0], [-0.9, 0.6, 2.5], [4.6, 1.3, 4.4], [-2.8, 3.0, -2.4], [-1.5, -0.8, -0.7], [0.2, -1.0, -0.7], [0.9, 0.0, 0.5], [-1.3, 0.5, 0.2], [-1.5, -1.2, 0.0], [-0.2, 0.6, -0.7], [-0.3, 0.0, -0.1], [0.7, -0.2, 0.7]], "nbo_charge": [0.256, -0.424, -0.148, -0.428, -0.490, 0.123, 0.313, -0.333, -0.536, 0.277, 0.234, 0.235, 0.228, 0.242, 0.226, 0.225]}